A 13-piece molecular cluster, C33H72BN25O17 overall at a distorted geometry. Source: the OMol25 dataset; level of theory: wB97M-V/def2-TZVPD.

XYZ file:
```
148
Properties=species:S:1:pos:R:3:lowdin_charge:R:1
C -3.26 -2.04 2.32 -0.1405
C -3.32 -2.33 0.68 -0.2377
C -3.13 -0.88 -0.07 -0.2393
C -4.42 0.12 0.02 -0.1738
C -4.08 1.65 -0.55 -0.1440
C -3.13 2.53 0.46 -0.0029
C -3.78 3.52 1.59 0.0144
C -5.38 3.82 1.82 -0.1285
C -6.32 2.48 1.98 -0.1053
C -6.24 1.37 3.18 -0.0195
C -7.28 0.06 3.28 -0.0516
C -8.46 -0.14 2.13 -0.0666
C -8.53 0.95 0.91 -0.0308
C -7.50 2.26 0.81 -0.1254
C -7.73 3.26 -0.47 -0.1252
C -2.72 4.32 2.60 -0.0587
O -3.17 5.23 3.70 0.0373
B -3.29 4.38 4.90 -0.5107
O -3.85 4.82 6.21 0.0535
O -2.89 2.93 4.85 0.0336
C -1.06 4.16 2.47 0.0930
C -0.39 3.20 1.31 -0.0159
C -1.50 2.42 0.38 0.0241
C -0.48 1.60 -0.61 -0.2467
O -0.68 0.64 -1.52 -0.0182
N 0.95 2.12 -0.42 0.0495
C 1.16 2.87 0.91 -0.2460
O 2.33 3.16 1.49 -0.0170
H -4.37 -1.96 2.68 0.0681
H -2.72 -1.01 2.57 0.0755
H -2.65 -2.91 2.86 0.0741
H -4.28 -2.90 0.34 0.0710
H -2.34 -2.97 0.45 0.1092
H -2.80 -1.10 -1.20 0.1173
H -2.23 -0.33 0.49 0.0933
H -5.29 -0.39 -0.59 0.1261
H -4.66 0.26 1.17 0.0923
H -5.07 2.22 -0.90 0.0948
H -3.46 1.48 -1.55 0.1209
H -5.72 4.56 0.97 0.1274
H -5.50 4.43 2.83 0.1130
H -5.44 1.47 4.03 0.0671
H -7.24 -0.71 4.16 0.0850
H -9.25 -1.01 2.13 0.0801
H -9.38 0.84 0.08 0.0878
H -7.55 4.40 -0.25 0.0751
H -7.05 2.96 -1.41 0.0793
H -8.85 3.14 -0.86 0.0878
H -4.41 4.03 6.51 0.1219
H -3.78 2.46 5.04 0.1041
H -0.35 4.76 3.21 0.1193
H 0.97 2.92 -1.12 0.1397
C 4.59 -0.87 -1.60 -0.7062
O 5.46 -1.48 -2.21 0.0097
N 4.60 0.47 -1.48 0.1608
N 3.55 -1.48 -1.01 0.1710
H 3.90 0.99 -0.98 0.0879
H 5.37 0.97 -1.91 0.1125
H 3.51 -2.49 -1.08 0.0983
H 2.83 -0.99 -0.50 0.1009
C 4.69 -5.58 -2.24 -0.7342
O 3.68 -5.52 -1.57 0.0069
N 5.48 -4.51 -2.47 0.1541
N 5.12 -6.72 -2.81 0.1653
H 6.32 -4.55 -3.02 0.1153
H 5.20 -3.63 -2.06 0.0623
H 4.55 -7.55 -2.66 0.1102
H 5.95 -6.80 -3.37 0.0540
C -6.39 -4.39 -1.41 -0.7040
O -5.95 -3.71 -0.50 0.0136
N -5.60 -5.13 -2.21 0.1546
N -7.70 -4.45 -1.71 0.1505
H -5.94 -5.69 -2.97 0.0981
H -4.61 -5.11 -2.01 0.1161
H -8.33 -3.90 -1.14 0.1118
H -8.08 -5.00 -2.46 0.0975
C 7.17 -9.33 -4.07 -0.7095
O 7.04 -8.13 -4.28 0.0029
N 8.15 -9.83 -3.29 0.1710
N 6.35 -10.25 -4.60 0.1615
H 8.27 -10.81 -3.11 0.1044
H 8.79 -9.17 -2.88 0.1226
H 5.60 -9.92 -5.19 0.1169
H 6.44 -11.24 -4.44 0.1066
C 8.88 -4.91 0.33 -0.7253
O 9.26 -5.91 0.92 0.0115
N 9.59 -3.77 0.31 0.1468
N 7.73 -4.87 -0.37 0.1550
H 9.29 -2.94 -0.17 0.0986
H 10.46 -3.76 0.82 0.1099
H 7.17 -5.72 -0.38 0.1062
H 7.41 -4.06 -0.86 0.0797
C -2.51 -4.05 6.14 -0.7255
O -3.53 -3.70 5.57 0.0143
N -1.58 -3.17 6.56 0.1481
N -2.22 -5.33 6.42 0.1469
H -0.73 -3.43 7.04 0.0963
H -1.75 -2.19 6.38 0.1109
H -2.90 -6.03 6.12 0.1122
H -1.39 -5.64 6.89 0.0962
C -8.26 5.61 4.20 -0.7034
O -7.98 4.94 3.21 0.0254
N -9.29 6.47 4.23 0.1529
N -7.55 5.53 5.34 0.1620
H -9.53 7.02 5.03 0.0987
H -9.85 6.55 3.39 0.1136
H -6.77 4.90 5.36 0.0962
H -7.77 6.07 6.16 0.1022
C 2.48 6.82 -1.65 -0.7201
O 3.01 7.51 -2.51 0.0215
N 1.33 7.17 -1.05 0.1445
N 3.00 5.65 -1.24 0.1668
H 0.88 6.62 -0.34 0.1034
H 0.91 8.04 -1.33 0.1112
H 3.86 5.35 -1.66 0.1164
H 2.57 5.07 -0.53 0.0730
C 2.12 11.02 0.40 -0.7209
O 1.11 11.09 1.07 0.0047
N 2.91 12.09 0.17 0.1467
N 2.55 9.88 -0.17 0.1679
H 3.75 12.06 -0.38 0.0984
H 2.63 12.97 0.58 0.1097
H 1.98 9.06 -0.02 0.0714
H 3.38 9.81 -0.73 0.1029
C 2.61 7.35 3.98 -0.7309
O 3.46 7.46 3.10 0.0185
N 2.52 6.26 4.76 0.1467
N 1.70 8.30 4.23 0.1556
H 1.83 6.15 5.49 0.0931
H 3.19 5.52 4.61 0.1117
H 1.73 9.14 3.66 0.1085
H 1.00 8.23 4.94 0.0960
C 7.49 -8.30 -8.41 -0.7232
O 7.80 -8.15 -9.58 0.0168
N 8.05 -9.23 -7.62 0.1563
N 6.55 -7.55 -7.81 0.1607
H 7.81 -9.37 -6.66 0.0634
H 8.77 -9.81 -8.04 0.1111
H 6.10 -6.84 -8.37 0.1128
H 6.28 -7.66 -6.85 0.0788
C 4.27 -3.28 -6.13 -0.7240
O 5.47 -3.15 -6.02 0.0181
N 3.61 -3.06 -7.29 0.1431
N 3.48 -3.67 -5.11 0.1659
H 2.62 -3.17 -7.40 0.0939
H 4.17 -2.77 -8.08 0.1095
H 3.93 -3.84 -4.22 0.0768
H 2.48 -3.78 -5.18 0.0993
```

Results
- multiplicity = 1
- Kohn-Sham gap (eV) = 6.64